No. 1
Computed, not measured: a molecular structure, C3H9NO2S at a distorted geometry, with the ωB97M-V functional and the def2-TZVPD basis.

```
16
C3H9NO2S the ωB97M-V functional and the def2-TZVPD basis
C -1.58 0.54 1.00
C -0.76 -1.74 -0.29
C -0.56 -0.55 0.63
N 1.39 1.21 -1.16
O 1.35 0.98 1.60
O 2.04 -0.93 0.25
S 1.03 -0.04 0.67
H -1.15 1.46 1.11
H -2.23 0.59 0.08
H -2.23 0.32 1.83
H -0.91 -1.32 -1.33
H -1.52 -2.33 0.13
H 0.25 -2.12 -0.40
H 1.27 0.59 -1.90
H 1.26 2.21 -1.43
H 2.34 1.14 -0.82
```

Summary:
Frontier orbital gap, eV: 8.492
Net charge: 0
Highest occupied orbital energy, eV: -7.98
ΔE to the lowest compared entry with this formula, charge and spin, kJ/mol: 362.8
Calculated total energy, hartree: -723.03018
Largest force on an atom, eV/A: 4.994

---

No. 2
Computed, not measured: a molecular structure, C24H27AsKN6, with the ωB97M-V functional and the def2-TZVPD basis.

```
59
C24H27AsKN6 the ωB97M-V functional and the def2-TZVPD basis
K -2.07 0.16 -0.16
C -1.08 4.87 -0.66
C -1.60 3.63 -0.31
N -1.08 2.50 -0.76
C -0.03 2.59 -1.58
C 0.48 3.84 -1.93
N -0.04 4.98 -1.48
C 0.59 1.31 -2.10
C 1.69 1.34 -2.95
C 2.25 0.16 -3.41
C 1.67 -1.03 -2.98
C 0.57 -0.99 -2.14
N 0.04 0.15 -1.70
C -0.07 -2.29 -1.66
C 0.42 -3.53 -2.04
N -0.13 -4.67 -1.65
C -1.18 -4.58 -0.86
C -1.69 -3.35 -0.46
N -1.14 -2.20 -0.86
C 3.43 0.16 -4.33
C 4.04 1.35 -4.74
C 5.13 1.30 -5.59
N 5.65 0.17 -6.07
C 5.06 -0.96 -5.68
C 3.97 -1.02 -4.83
H -1.52 5.78 -0.28
H -2.45 3.58 0.37
H 1.33 3.93 -2.59
H 2.11 2.29 -3.26
H 2.08 -1.97 -3.31
H 1.28 -3.61 -2.69
H -1.66 -5.49 -0.52
H -2.56 -3.31 0.19
H 3.70 2.32 -4.41
H 5.60 2.22 -5.91
H 5.49 -1.88 -6.07
H 3.58 -1.99 -4.59
C 0.52 0.90 4.50
C -1.00 1.01 4.51
As -1.80 0.14 2.96
C -3.72 0.31 3.32
C -4.21 0.29 4.76
C -1.48 -1.76 3.38
C -1.55 -2.21 4.83
H 0.95 1.40 5.37
H 0.96 1.35 3.61
H 0.86 -0.14 4.54
H -1.32 2.05 4.48
H -1.43 0.58 5.41
H -4.20 -0.47 2.73
H -4.02 1.25 2.84
H -4.01 -0.66 5.26
H -5.29 0.45 4.80
H -3.75 1.07 5.36
H -0.50 -1.99 2.96
H -2.20 -2.31 2.76
H -0.86 -1.65 5.47
H -1.27 -3.26 4.92
H -2.54 -2.10 5.27
```

Summary:
Frontier orbital gap, eV: 7.968
Net charge: +1
Highest occupied orbital energy, eV: -11.43
ΔE to the lowest compared entry with this formula, charge and spin, kJ/mol: 27.5
Calculated total energy, hartree: -4094.82285
Largest force on an atom, eV/A: 0.689

---

No. 3
Computed, not measured: a molecular structure, C10H8BrCl3N2O2PdS3SbSi, with the ωB97M-V functional and the def2-TZVPD basis.

```
32
C10H8BrCl3N2O2PdS3SbSi the ωB97M-V functional and the def2-TZVPD basis
Pd 1.89 0.95 -0.67
S 4.66 0.58 -4.98
Sb 3.73 1.82 -3.29
S 1.40 1.49 -3.04
S 4.36 1.19 -1.13
Cl -0.43 3.96 0.16
Si 1.54 3.14 0.15
Cl 2.09 3.42 2.21
Cl 2.60 4.74 -0.75
N 1.95 -3.49 -1.06
C 2.72 -3.22 -2.17
C 2.82 -1.87 -2.23
N 2.13 -1.31 -1.19
C 1.61 -2.30 -0.50
H 1.68 -4.39 -0.71
H 3.11 -4.00 -2.80
H 3.34 -1.27 -2.97
H 1.04 -2.18 0.41
Br -6.57 1.00 2.66
C -4.76 0.59 2.20
C -4.07 1.44 1.35
C -2.76 1.14 1.02
C -2.14 0.00 1.54
C -2.86 -0.83 2.39
C -4.17 -0.54 2.73
C -0.70 -0.34 1.17
O -0.19 -1.31 1.75
O -0.22 0.37 0.25
H -4.54 2.33 0.96
H -2.18 1.77 0.37
H -2.35 -1.70 2.79
H -4.74 -1.19 3.39
```

Summary:
Frontier orbital gap (spin up / spin down), eV: 4.797 / 6.099
Net charge: -2
Highest occupied orbital energy (spin up / spin down), eV: -1.09 / -2.39
ΔE to the lowest compared entry with this formula, charge and spin, kJ/mol: 1.8
2S+1: 4
Calculated total energy, hartree: -6452.97523
Largest force on an atom, eV/A: 0.471